119
Properties=species:S:1:pos:R:3:forces:R:3:mulliken_spin:R:1 method="wB97M-V/def2-TZVPD" multiplicity=2 total_charge=0 e_homo_ev="-9.05 / -9.05" homo_lumo_gap_ev="8.7323 / 4.3176" largest_force_ev_per_a=7.27
C -0.174 -1.494 -4.792 4.7 2.0 -1.3 0.000
H 3.183 2.678 -0.648 0.2 0.4 -0.2 0.000
C 5.121 -1.025 3.328 3.3 0.1 0.1 0.000
H 2.904 4.185 3.497 0.5 0.1 -0.5 0.000
H -6.173 -1.955 -4.002 -0.1 -0.6 -0.1 0.000
C 2.133 2.169 -3.872 -1.3 4.6 0.2 0.000
O 5.071 4.062 0.160 -0.4 1.1 -1.2 0.000
H 4.808 -2.736 2.523 -0.7 -0.1 -0.1 0.000
H 2.808 -1.946 -0.041 -0.2 -0.2 -0.6 0.000
O -0.513 0.440 2.997 2.3 1.5 -2.2 0.857
O -0.416 3.217 -1.214 -1.1 -6.0 -2.7 0.001
C -1.516 -1.612 -0.941 -0.2 0.7 0.8 0.000
H -1.929 -1.358 -3.987 -0.3 1.1 0.2 0.000
H 1.176 -2.909 -1.087 -0.1 -0.7 -0.2 -0.001
C -6.064 0.881 1.969 -2.4 -2.7 0.0 0.000
N -5.644 -2.435 -4.716 -0.7 0.2 0.4 0.000
H -3.807 0.191 2.784 0.2 -0.3 0.8 0.001
H -3.040 -3.501 -2.432 0.3 -0.3 -0.3 0.000
N -0.391 4.570 0.467 -0.6 0.8 4.1 0.001
N 1.808 -4.947 2.170 2.0 -5.1 0.5 0.000
F 2.207 -0.137 1.658 0.3 -3.6 -0.3 -0.002
H -4.682 -3.057 -6.756 0.0 0.3 0.3 0.000
O -3.688 -1.377 -4.180 -0.9 -0.7 -1.1 0.000
O 2.030 3.411 -3.631 1.0 -0.5 -0.9 0.000
H 5.265 0.863 3.815 -0.5 0.0 -0.1 0.000
H -0.116 5.521 0.667 -0.3 -0.4 1.6 0.000
N -4.459 -6.197 -2.529 -2.8 -3.0 -1.6 0.000
H 0.546 6.586 3.908 0.0 -0.5 0.4 0.000
H 3.720 0.372 3.076 0.6 0.4 0.4 0.000
N 0.205 5.329 -1.448 0.9 2.0 -2.6 0.000
H 1.386 0.374 -3.482 -0.1 -0.1 0.0 0.000
H -2.175 0.104 -0.035 0.4 0.8 1.1 0.007
H -2.321 -1.408 -1.647 0.1 0.5 -0.2 0.000
H -1.218 -1.604 3.182 -0.3 -0.4 -0.1 -0.004
H 3.367 -1.636 2.631 0.4 -0.7 -0.4 0.000
H 0.469 6.197 -1.005 0.0 -0.3 -0.3 0.000
O -6.682 -0.145 2.106 -0.8 -0.9 0.7 0.000
H 0.721 -2.100 2.377 0.2 -0.2 -0.3 0.010
N -3.310 -4.415 -2.766 1.0 3.4 -3.0 0.000
H 1.006 1.562 4.612 0.3 0.2 0.4 -0.004
C 1.905 0.522 6.108 -1.3 -3.2 -1.4 0.000
H 0.312 -3.215 -5.459 -0.4 -0.3 0.1 0.000
O 1.539 6.273 1.762 -1.3 3.7 -4.2 0.000
H -2.139 -0.204 3.270 -1.0 1.3 -0.2 -0.011
H -2.024 -2.279 -0.244 0.5 -0.3 0.2 0.001
H 2.366 -4.901 3.011 -0.3 0.8 -0.1 0.000
H 3.255 4.756 1.845 0.4 -0.6 0.2 0.000
F 1.959 1.510 0.442 -1.2 0.7 -1.2 0.005
H -4.684 -5.949 -3.482 -0.6 -0.7 0.4 0.000
N -6.453 2.069 2.266 -4.1 4.6 2.6 0.000
C -3.232 -1.736 3.197 -2.5 -1.2 -2.3 -0.001
H 3.600 -0.707 -0.907 -0.1 0.0 0.2 0.000
H 0.161 5.276 -2.455 0.5 0.0 0.2 0.000
H 3.215 2.101 -5.555 0.2 -0.2 0.4 0.000
N 1.710 -2.831 -1.940 -2.2 -2.2 -1.5 0.000
H -4.343 0.188 1.221 -0.4 0.2 -0.7 -0.001
H -5.891 -3.256 -5.250 -1.0 0.4 0.7 0.000
H -3.080 -2.636 -6.532 0.0 0.5 0.5 0.000
N 2.847 1.584 -4.769 3.1 -0.8 -2.8 0.000
F 2.048 1.638 2.524 0.0 3.2 2.9 0.005
H -7.338 2.086 2.753 0.1 0.5 -0.2 0.000
N 1.409 -0.579 5.523 -0.5 -2.8 -0.7 0.003
C -1.160 -0.256 -0.203 0.4 -2.3 -2.3 0.003
H -0.497 1.592 1.208 -0.4 0.4 0.3 0.015
O -0.236 -0.474 0.893 -0.6 1.9 1.1 0.068
C 4.449 4.190 -0.916 1.0 -0.3 0.2 0.000
N -2.005 -2.227 3.289 2.9 -3.3 0.8 0.004
N -4.010 -2.624 -6.138 1.4 -0.3 -1.1 0.000
H 2.012 2.366 5.855 -0.5 0.4 -0.6 0.000
C 1.818 5.677 2.742 -0.5 -0.2 -0.8 0.000
N -1.047 -0.886 -4.129 -3.3 3.8 3.0 0.000
H 2.924 0.579 -4.709 0.0 0.0 -0.5 0.000
O -3.240 -5.364 -0.795 -1.5 -0.3 0.3 0.000
H 1.429 -3.264 -2.808 -0.6 0.0 0.4 0.000
N 4.644 0.167 3.429 -1.6 4.2 1.0 0.000
N 1.287 -2.928 2.492 -0.9 2.8 0.1 -0.001
H 1.993 -2.903 3.214 -0.4 -0.3 -0.1 0.000
H 5.477 5.606 -1.842 -0.2 0.1 -0.6 0.000
C -4.384 -2.051 -4.953 0.9 -0.1 0.4 0.000
H -4.654 1.929 1.159 0.7 -0.7 -0.2 0.000
N -0.393 -2.733 -4.920 -0.9 -7.0 -1.5 0.000
H -1.261 -3.162 -4.630 0.4 -0.2 -0.1 0.000
N 2.965 -1.492 -0.930 3.3 3.5 5.2 0.000
N -3.111 -0.447 3.144 0.5 4.6 0.7 0.014
N 4.347 -1.862 2.730 -2.8 -3.4 -1.6 0.000
H -0.725 -2.099 -1.511 0.1 0.1 0.4 0.000
H -0.585 0.347 -0.906 -0.5 0.5 -0.1 -0.004
H 0.656 -0.467 4.860 0.0 -0.5 0.4 0.007
H 3.032 3.468 -2.171 -0.4 0.1 -0.1 0.000
N 4.688 4.993 -1.991 2.3 1.9 1.0 0.000
H -3.259 -4.717 -3.729 0.1 1.0 0.1 0.000
O 0.229 -4.023 0.727 2.2 0.0 2.6 0.000
H 1.375 5.138 4.580 -0.5 0.8 0.3 0.000
H -4.766 -7.063 -2.109 0.2 0.3 -0.1 0.000
N 2.738 4.797 2.711 3.8 -3.6 0.2 0.000
N 1.138 5.771 3.829 -2.4 0.4 4.1 0.000
C 1.533 0.972 1.558 -0.1 -0.6 -0.2 0.042
N 3.428 3.456 -1.243 -2.7 -3.0 0.9 0.000
H -1.831 -3.175 2.987 -0.2 0.0 0.2 0.000
C -0.011 0.743 1.689 -0.7 -3.2 -0.5 -0.037
H -0.872 0.102 -4.010 -0.7 -0.1 0.1 0.000
O 6.266 -1.304 3.597 1.7 -0.6 0.9 0.000
H 1.662 -5.934 2.012 -0.4 0.3 -0.9 0.000
O 2.592 0.540 7.046 3.2 -0.2 4.4 0.001
H 1.553 -1.451 6.012 -0.3 0.1 -0.2 0.000
N 1.542 1.560 5.468 -1.0 5.8 -2.1 0.000
N -4.928 0.990 1.409 6.5 -0.3 -3.2 0.000
C 2.483 -1.767 -2.077 -0.3 -1.3 -1.5 0.000
C 1.036 -4.004 1.704 -2.4 1.7 -1.8 0.000
O 2.816 -1.212 -3.093 0.3 0.8 -1.8 0.000
C -0.191 4.272 -0.766 0.5 2.6 -0.4 0.000
C -3.728 -5.318 -1.924 3.3 -0.4 4.2 0.000
H 0.699 1.734 -2.595 0.2 0.1 0.1 0.000
N 1.347 1.362 -3.274 -3.1 -2.9 3.2 0.000
O -4.282 -2.297 2.951 0.0 -1.1 0.6 0.019
O 0.881 -1.027 -5.199 1.0 1.1 -0.8 0.000
H -0.836 3.873 1.047 0.3 0.8 0.2 -0.001
H -5.985 2.940 2.059 -0.2 -0.4 0.2 0.000
H 4.200 4.938 -2.873 0.1 -0.1 0.4 0.000